A 2-piece molecular cluster, C4H5NO3 overall in a non-equilibrium geometry, computed with wB97M-V/def2-TZVPD.

Each line ends with the Löwdin charge.
Element x y z (Å)
N (1.96687, 0.72930, -2.24942)  0.180
C (1.13612, 0.19252, -1.69590)  -0.276
C (-0.00424, -0.35762, -1.10765)  -0.138
C (0.00170, -1.50124, -0.42599)  -0.180
O (1.12703, -2.18885, -0.21058)  0.079
H (-1.07162, 0.03382, -1.23574)  0.149
H (-0.83647, -1.86408, 0.09045)  0.119
H (1.75161, -1.89583, -0.84921)  0.086
O (0.93658, 0.67302, 1.66155)  0.066
C (0.40407, 1.48393, 0.97896)  -0.491
O (-0.86334, 1.80452, 1.01600)  0.100
H (1.16924, 2.10850, 0.31110)  0.179
H (-1.22225, 1.10417, 1.57707)  0.127

The HOMO energy comes out at -9.8830 eV. Its SMILES is N#C/C=C\O.O=CO. The HOMO-LUMO gap is 10.31 eV. Its total charge is 0. Its electronic energy is -11859.96045 eV. The energy relative to the best compared isomer or geometry (same formula, charge and spin) comes out at 196.89 kJ/mol.


The molecule C4H5NO3 in a non-equilibrium geometry, computed with wB97M-V/def2-TZVPD.

Each line ends with the Löwdin charge.
Element x y z (Å)
C (-2.08474, -0.06105, -1.70817)  -0.038
O (-0.78651, -0.77808, -1.34169)  -0.153
C (-0.29453, -0.11298, -0.16968)  -0.188
C (-0.25368, 1.37310, -0.02082)  -0.094
N (0.51741, 1.65475, 0.93586)  0.039
O (1.28926, 0.57342, 1.36984)  0.040
C (0.75221, -0.51431, 0.66493)  -0.270
O (1.32260, -1.76117, 0.80943)  0.068
H (-2.34657, 0.60669, -0.81782)  0.087
H (-1.81167, 0.52464, -2.67816)  0.114
H (-2.80284, -0.93960, -1.91108)  0.105
H (-0.87055, 2.10911, -0.42793)  0.102
H (0.89148, -2.26603, -0.01426)  0.188

The HOMO energy comes out at -8.7464 eV. Its SMILES is COc1cnoc1O. The HOMO-LUMO gap is 9.31 eV. Its total charge is 0. Its electronic energy is -11857.59015 eV. The energy relative to the best compared isomer or geometry (same formula, charge and spin) comes out at 425.59 kJ/mol.


The molecule C4H5NO3 in a non-equilibrium geometry, computed with wB97M-V/def2-TZVPD.

Each line ends with the Löwdin charge.
Element x y z (Å)
O (-2.59475, -0.92267, -0.14272)  -0.038
N (-2.55414, 0.43740, 0.05566)  0.015
C (-1.42451, 1.02786, 0.09298)  -0.132
C (-0.08197, 0.57519, -0.00997)  -0.183
C (1.20386, 1.12573, -0.17295)  -0.023
O (2.10294, 0.15085, -0.08299)  -0.013
C (1.42935, -1.08450, 0.10936)  -0.153
O (0.05727, -0.82717, -0.02878)  -0.049
H (-1.72605, -1.31761, -0.24711)  0.063
H (-1.43139, 2.10467, 0.13584)  0.119
H (1.58290, 2.07479, -0.12565)  0.107
H (1.76537, -1.45189, 1.06976)  0.130
H (1.67114, -1.89265, -0.65342)  0.157

The HOMO energy comes out at -8.1380 eV. Its SMILES is O/N=C\C1=COCO1. The HOMO-LUMO gap is 8.62 eV. Its total charge is 0. Its electronic energy is -11857.69610 eV. The energy relative to the best compared isomer or geometry (same formula, charge and spin) comes out at 415.37 kJ/mol.


The molecule C4H5NO3 in a non-equilibrium geometry, computed with wB97M-V/def2-TZVPD.

Each line ends with the Löwdin charge.
Element x y z (Å)
N (0.22855, 2.41401, 0.30274)  0.064
C (-0.20586, 1.36613, -0.49417)  -0.085
C (-0.08872, 0.04681, -0.20016)  -0.241
O (-0.43906, -0.86657, -1.13914)  -0.001
C (-0.16494, -2.12791, -0.53654)  -0.106
O (0.56461, -1.88882, 0.71072)  0.057
C (0.56095, -0.51984, 0.93681)  -0.464
O (1.00188, -0.00325, 1.87893)  0.177
H (-0.43920, 3.18697, 0.19001)  0.095
H (0.25111, 2.23953, 1.32457)  0.103
H (-0.65609, 1.47574, -1.47801)  0.135
H (0.50424, -2.70340, -1.15209)  0.131
H (-1.11748, -2.61941, -0.34366)  0.136

The HOMO energy comes out at -8.2252 eV. Its SMILES is N/C=C1/OCOC1=O. The HOMO-LUMO gap is 9.04 eV. Its total charge is 0. Its electronic energy is -11860.62276 eV. The energy relative to the best compared isomer or geometry (same formula, charge and spin) comes out at 132.99 kJ/mol.


The molecule C4H5NO3 in a non-equilibrium geometry, computed with wB97M-V/def2-TZVPD.

Each line ends with the Löwdin charge.
Element x y z (Å)
C (0.43350, -0.32679, 0.57866)  -0.039
C (-1.54120, 1.22342, -0.44861)  -0.086
C (1.67369, -0.10869, -0.07549)  -0.585
C (-1.92947, -0.26876, -0.10348)  -0.207
N (-0.68302, -0.92679, -0.07435)  -0.010
O (1.91524, -0.45390, -1.21872)  0.086
O (2.50955, 0.56519, 0.69391)  0.153
O (-0.40199, 1.47884, -0.23450)  0.032
H (-2.40896, -0.35850, 0.88979)  0.120
H (-2.74300, -0.55652, -0.88111)  0.144
H (3.15556, 1.00569, 0.24392)  0.080
H (-0.51075, -1.15451, -1.07030)  0.149
H (0.53084, -0.11867, 1.70029)  0.162

The HOMO energy (spin up / spin down) comes out at -8.4118 / -8.0883 eV. The HOMO-LUMO gap (spin up / spin down) is 8.06 / 7.59 eV. Its total charge is 0. Its electronic energy is -11858.22487 eV. The energy relative to the best compared isomer or geometry (same formula, charge and spin) comes out at 364.35 kJ/mol.


A 2-piece molecular cluster, C4H5NO5S overall in a non-equilibrium geometry, computed with wB97M-V/def2-TZVPD.

Each line ends with the Löwdin charge.
Element x y z (Å)
O (0.65730, 2.31832, -3.55000)  0.222
C (1.51665, 2.05709, -2.86153)  -0.323
N (2.47834, 1.79936, -2.21226)  0.226
C (3.04082, 0.90057, -1.32162)  -0.457
O (4.25446, 0.98807, -1.08452)  0.076
C (2.25031, -0.11973, -0.70339)  -0.132
C (0.95717, 0.07033, -0.59240)  -0.202
S (-0.06793, -0.88119, 0.31330)  0.744
O (-1.13836, -1.44574, -0.44917)  -0.347
O (-0.38998, -0.11887, 1.64025)  -0.267
H (2.85994, -0.98334, -0.53255)  0.116
H (0.37869, -2.09560, 0.96328)  0.105
H (-0.02084, 0.88887, 1.52129)  0.095
O (0.61183, 2.29860, 2.17794)  -0.043
H (-0.07847, 2.99852, 2.27362)  0.097
H (0.72720, 2.07149, 3.12487)  0.088

The HOMO energy comes out at -9.3832 eV. Its SMILES is O=C=NC(=O)C=C=[S@H](=O)O.O. The HOMO-LUMO gap is 9.06 eV. Its total charge is 0. Its electronic energy is -26787.44020 eV. The energy relative to the best compared isomer or geometry (same formula, charge and spin) comes out at 10.43 kJ/mol.


C4H5NOS as an isolated structure in a non-equilibrium geometry, computed with wB97M-V/def2-TZVPD.

Each line ends with the Löwdin charge.
Element x y z (Å)
C (0.97934, 0.40952, 0.71753)  -0.140
C (1.73490, -0.66466, 0.99951)  -0.375
C (-0.05663, 0.06471, -0.20976)  -0.483
C (-1.20447, 0.98918, -0.45435)  -0.039
N (0.01694, -1.14779, -0.58403)  -0.314
O (-1.77894, -1.94615, -1.78482)  -0.200
S (1.20095, -2.00360, 0.07304)  1.032
H (1.09414, 1.51052, 0.87971)  0.132
H (2.43270, -0.83332, 1.83806)  0.085
H (-1.79079, 0.97306, 0.50034)  0.098
H (-0.63550, 1.94370, -0.69643)  0.096
H (-1.99264, 0.70482, -1.27881)  0.109

The HOMO energy comes out at -9.8685 eV. The HOMO-LUMO gap is 7.96 eV. Its total charge is 0. Its electronic energy is -18595.06269 eV. The energy relative to the best compared isomer or geometry (same formula, charge and spin) comes out at 661.52 kJ/mol.


The molecule C4H5NOS in a non-equilibrium geometry, computed with wB97M-V/def2-TZVPD.

Each line ends with the Löwdin charge.
Element x y z (Å)
C (0.56780, -0.98705, -1.46149)  -0.499
S (0.56662, 0.82260, -1.65774)  0.691
C (-0.36100, 1.30455, 0.32623)  -0.274
C (-0.30659, 2.35818, 1.20228)  -0.142
O (-1.00778, 2.07191, 2.29895)  0.050
C (-1.42790, 0.80561, 2.12412)  -0.200
N (-1.07946, 0.30387, 1.00313)  0.070
H (1.35489, -1.36752, -0.76465)  0.040
H (0.95797, -1.33383, -2.42392)  0.017
H (-0.49259, -1.23223, -1.13983)  0.040
H (0.09424, 3.30510, 1.05385)  0.101
H (-2.01516, 0.26335, 2.75491)  0.106

The HOMO energy comes out at -8.8122 eV. Its SMILES is CSc1cocn1. The HOMO-LUMO gap is 9.11 eV. Its total charge is 0. Its electronic energy is -18599.21356 eV. The energy relative to the best compared isomer or geometry (same formula, charge and spin) comes out at 261.02 kJ/mol.


The molecule C4H5NOS, computed with wB97M-V/def2-TZVPD.

Each line ends with the Löwdin charge.
Element x y z (Å)
O (-0.91155, -1.82371, 0.61675)  0.045
C (-1.56140, -1.13091, -0.13114)  -0.262
C (-1.54412, 0.36803, -0.13995)  -0.057
C (-0.51597, 1.16291, 0.16790)  -0.067
C (0.87759, 0.73031, 0.45587)  -0.302
N (1.43559, -0.12969, -0.29940)  -0.359
S (3.04640, -0.53277, 0.09784)  0.729
H (-2.27791, -1.59307, -0.85789)  0.119
H (-2.48795, 0.82443, -0.41565)  0.096
H (-0.65074, 2.23350, 0.16466)  0.099
H (1.37794, 1.24767, 1.28964)  0.107
H (3.21212, -1.35671, -0.94863)  -0.148

The HOMO energy comes out at -8.9040 eV. Its SMILES is O=C/C=C\C=N\S. The HOMO-LUMO gap is 8.70 eV. Its total charge is 0. Its electronic energy is -18599.74015 eV. The energy relative to the best compared isomer or geometry (same formula, charge and spin) comes out at 210.22 kJ/mol.


The molecule C4H5NOS in a non-equilibrium geometry, computed with wB97M-V/def2-TZVPD.

Each line ends with the Löwdin charge.
Element x y z (Å)
O (0.20180, 2.07448, 0.00295)  0.058
C (0.54181, 0.76021, 0.10514)  -0.366
C (1.85460, 0.42914, -0.02043)  -0.017
C (1.86675, -0.96026, -0.04565)  -0.132
N (0.65109, -1.40637, -0.00232)  -0.003
C (-0.32387, -0.39912, 0.16541)  -0.605
S (-2.02654, -0.25321, -0.11547)  0.765
H (-0.66168, 2.14054, -0.31251)  0.040
H (2.73285, 0.97548, 0.05561)  0.092
H (2.57820, -1.75340, -0.18920)  0.123
H (0.36680, -2.32982, -0.12622)  0.129
H (-2.39932, -0.71238, 1.18565)  -0.084

The HOMO energy comes out at -8.0294 eV. Its SMILES is Oc1cc[nH]c1S. The HOMO-LUMO gap is 8.70 eV. Its total charge is 0. Its electronic energy is -18600.59231 eV. The energy relative to the best compared isomer or geometry (same formula, charge and spin) comes out at 128.00 kJ/mol.